(1)
# C4H8OS

A molecular structure, C4H8OS (ωB97M-V with the def2-TZVPD basis set, the OMol25 dataset).

Output
frontier orbital gap	9.84	eV
LUMO level	0.47	eV
spin multiplicity	1
strongest force on any atom	0.1285	Eh/bohr
energy relative to the best compared isomer or geometry (same formula, charge and spin)	531.3	kJ/mol
HOMO	-9.37	eV

Each line ends with the Löwdin charge.
Positions of all 14 atoms, in Å:
S  1.3855  0.8826  0.3351  0.769
O  -0.2271  -0.8659  -0.8621  -0.084
C  -0.1972  -0.0827  0.0411  -0.760
C  -1.3030  0.0110  1.1140  -0.171
C  1.6825  0.1913  -1.3942  -0.511
C  -2.6375  -0.8891  0.5590  -0.075
H  -2.1500  -1.7669  0.3558  0.015
H  0.4258  0.1926  -1.9751  0.158
H  -3.3622  -0.8927  1.4579  0.084
H  2.6842  0.9226  -2.1431  0.117
H  -1.3544  1.0784  1.5318  0.104
H  -0.9566  -0.8773  2.0410  0.191
H  2.3247  -0.9358  -1.4852  0.095
H  -3.2312  -0.2987  -0.1672  0.068


(2)
# C5H8O

C5H8O in the gas phase (ωB97M-V with the def2-TZVPD basis set, the OMol25 dataset).

Output
SMILES	CC=C=COC
frontier orbital gap	9.47	eV
LUMO level	0.93	eV
spin multiplicity	1
strongest force on any atom	0.0110	Eh/bohr
energy relative to the best compared isomer or geometry (same formula, charge and spin)	281.5	kJ/mol
HOMO	-8.54	eV

Each line ends with the Löwdin charge.
Positions of all 14 atoms, in Å:
O  -2.0246  -0.8378  -0.6316  -0.125
C  1.2411  -0.2241  -0.0800  -0.197
C  0.2108  -0.1093  -0.8871  -0.032
C  2.2848  0.6940  0.4630  -0.109
C  -0.8447  -0.7924  -1.2916  -0.179
C  -2.2060  0.1221  0.3997  -0.084
H  2.2988  1.6989  0.0342  0.073
H  -0.8510  -1.4214  -2.1774  0.124
H  -1.3663  0.1506  1.1050  0.084
H  -2.3086  1.1116  -0.0686  0.099
H  3.2684  0.2246  0.3350  0.072
H  2.1076  0.7750  1.5450  0.075
H  -3.1260  -0.1620  0.9191  0.092
H  1.3158  -1.2299  0.3351  0.109


(3)
# C22H43DyN2OP2

A molecular structure, C22H43DyN2OP2 (ωB97M-V with the def2-TZVPD basis set, the OMol25 dataset).

Output
frontier orbital gap (spin up / spin down)	6.99 / 7.33	eV
LUMO level (spin up / spin down)	-6.56 / -6.37	eV
expectation value of S²	9.197
spin multiplicity	6
strongest force on any atom	0.0798	Eh/bohr
energy relative to the best compared isomer or geometry (same formula, charge and spin)	180.1	kJ/mol
charge	+2
HOMO (spin up / spin down)	-13.54 / -13.70	eV

Each line ends with the Löwdin charge.
Positions of all 71 atoms, in Å:
Dy  0.4646  0.5080  0.3629  1.047
P  1.4273  0.1182  -2.2208  0.963
P  -1.9122  0.1435  1.7846  0.954
O  1.4640  -2.7130  1.4002  0.086
N  1.3165  2.3765  1.0253  -0.179
N  -1.2816  1.0532  -1.1227  -0.262
C  1.7025  -1.1152  -4.8539  -0.092
C  -0.8059  1.9332  -2.2316  -0.240
C  0.9009  3.6883  0.8928  -0.088
C  1.5922  4.7301  1.4936  -0.007
C  1.4852  -1.3670  -3.3468  -0.522
C  3.9798  1.0779  -3.3083  -0.093
C  0.9245  -1.8214  0.8618  -0.314
C  -2.7504  1.5215  0.8913  -0.310
C  3.2834  3.1156  2.2389  -0.008
C  -0.3806  1.2522  3.8194  -0.128
C  3.1664  0.8098  -2.0316  -0.540
C  3.9648  -0.0665  -1.0395  -0.123
C  2.5269  -2.3809  -2.8643  -0.108
C  2.5291  2.1060  1.6431  -0.119
C  2.7889  4.4185  2.1670  0.000
C  -4.5059  -0.9543  2.3464  -0.092
C  -2.6513  1.4107  -0.6394  -0.219
C  -3.1867  -1.1739  1.5864  -0.529
C  0.3989  1.3977  -3.0479  -0.286
C  -1.9837  -0.5461  4.6017  -0.085
C  -2.5487  -2.5200  1.9661  -0.110
C  -1.7463  0.5836  3.5822  -0.520
H  -1.2906  0.0723  -1.4272  0.084
H  -3.0340  -3.3082  1.3784  0.096
H  -2.9126  2.3676  -1.1092  0.128
H  3.3697  5.2307  2.5914  0.131
H  -3.4148  -1.1488  0.5019  0.104
H  2.9065  1.0695  1.6106  0.113
H  1.2158  5.7650  1.4148  0.138
H  4.9434  1.5227  -3.0066  0.097
H  2.4488  -2.6025  -1.8004  0.068
H  2.9810  1.7962  -1.5623  0.094
H  0.0110  3.8626  0.2737  0.116
H  -4.5303  -0.0355  2.9407  0.072
H  4.2197  0.1590  -3.8638  0.081
H  4.5109  -0.8580  -1.5778  0.085
H  -3.3558  0.6370  -0.9826  0.128
H  0.0329  0.9757  -4.0010  0.098
H  -2.3178  2.4770  1.2217  0.087
H  3.4896  1.7854  -3.9908  0.081
H  -0.0398  -1.4744  -0.0494  0.000
H  0.7573  -1.1545  -5.4114  0.086
H  -0.2856  2.2014  3.2758  0.060
H  -0.2519  1.4468  4.8945  0.097
H  0.4506  0.5899  3.5130  0.068
H  -1.3532  -1.4230  4.4221  0.085
H  4.6899  0.5695  -0.5077  0.091
H  -1.6207  2.1627  -2.9341  0.131
H  2.3730  -3.3196  -3.4057  0.099
H  -2.5460  1.3303  3.7067  0.115
H  -2.7110  -2.7314  3.0339  0.078
H  4.2608  2.8819  2.7066  0.143
H  0.4592  -1.7696  -3.2077  0.108
H  3.5391  -2.0301  -3.0910  0.075
H  1.0585  2.2447  -3.3150  0.101
H  2.1700  -0.1448  -5.0407  0.063
H  -1.4716  -2.5565  1.7488  0.039
H  -4.6969  -1.8077  3.0111  0.088
H  -1.7247  -0.1793  5.6042  0.094
H  3.3319  -0.5623  -0.2810  0.038
H  -5.3426  -0.9171  1.6367  0.089
H  -3.8003  1.5022  1.2094  0.098
H  2.3619  -1.9016  -5.2484  0.092
H  -0.5743  2.8941  -1.7472  0.105
H  -3.0219  -0.8904  4.6572  0.076


(4)
# C15H11N3O3

C15H11N3O3 in the gas phase (ωB97M-V with the def2-TZVPD basis set, the OMol25 dataset).

Output
SMILES	Cc1nnc(Oc2ccc([N+](=O)[O-])cc2)c2ccccc12
frontier orbital gap	8.75	eV
LUMO level	-0.36	eV
spin multiplicity	1
strongest force on any atom	0.0326	Eh/bohr
energy relative to the best compared isomer or geometry (same formula, charge and spin)	304.6	kJ/mol
HOMO	-9.11	eV

Each line ends with the Löwdin charge.
Positions of all 32 atoms, in Å:
O  -0.7488  -0.6317  -0.9187  0.054
O  -3.4182  4.3947  -3.4438  0.080
O  -1.6718  4.2391  -4.6841  0.080
N  0.3812  0.7565  0.4947  0.107
N  1.1570  0.9709  1.5454  0.069
N  -2.3755  3.8686  -3.7690  -0.365
C  1.4313  -3.7515  2.3561  -0.063
C  -2.3172  1.1489  -1.2522  0.021
C  0.4819  -1.6204  0.8640  -0.068
C  -0.7521  2.0879  -3.3577  0.021
C  1.6148  -0.0067  2.2719  -0.281
C  0.0481  -0.4563  0.1565  -0.265
C  1.7803  -2.4772  2.7224  -0.015
C  1.3122  -1.3778  1.9819  -0.099
C  0.1346  -2.9313  0.5046  -0.002
C  -1.9443  2.7165  -3.0176  -0.151
C  -1.1264  0.5163  -1.5911  -0.251
C  -0.3424  0.9834  -2.6403  0.020
C  -2.7289  2.2542  -1.9674  0.021
C  2.4782  0.3742  3.4299  -0.038
C  0.6079  -3.9817  1.2466  -0.062
H  2.4153  -2.3113  3.5784  0.110
H  -3.6461  2.7697  -1.7268  0.122
H  -0.5007  -3.0853  -0.3537  0.119
H  -0.1650  2.4761  -4.1759  0.122
H  0.5799  0.4781  -2.8801  0.127
H  2.5662  1.4559  3.4611  0.078
H  0.3485  -4.9953  0.9798  0.107
H  -2.9047  0.7704  -0.4306  0.127
H  2.0412  0.0222  4.3629  0.083
H  1.7938  -4.5937  2.9271  0.107
H  3.4697  -0.0635  3.3257  0.083


(5)
# C28H48BrN3P2SZr

A molecular structure, C28H48BrN3P2SZr (ωB97M-V with the def2-TZVPD basis set, the OMol25 dataset).

Output
frontier orbital gap	5.30	eV
LUMO level	-14.19	eV
spin multiplicity	1
strongest force on any atom	0.0533	Eh/bohr
charge	+4
HOMO	-19.49	eV

Each line ends with the Löwdin charge.
Positions of all 84 atoms, in Å:
Zr  0.1874  0.8336  -0.9431  1.166
Br  -0.1349  3.4726  -4.6885  0.978
S  -0.2197  -1.5071  -0.7650  0.693
P  -2.2011  0.9636  -1.7298  0.839
P  -0.3942  1.0061  1.7657  0.884
N  0.8143  -3.9917  -0.9468  0.013
N  0.4309  -3.3435  1.2421  0.033
N  4.6425  -2.2109  3.7049  0.135
C  1.2073  3.4803  -2.1288  -0.064
C  -4.7954  0.1749  -2.5593  -0.094
C  -2.9589  -0.2729  1.7268  -0.136
C  4.2836  -2.9301  2.6343  -0.090
C  -2.2133  0.7469  -4.5276  -0.128
C  -3.6595  3.2617  -2.6320  -0.104
C  0.8350  2.6419  -3.1903  -0.574
C  1.2011  1.2725  -3.2130  -0.153
C  -0.4334  3.8439  1.8641  -0.123
C  2.0866  3.0355  -1.1205  0.035
C  0.7729  0.9889  3.1841  -0.359
C  -3.8542  0.3103  -1.3582  -0.366
C  3.0926  1.0491  0.0864  -0.033
C  -2.4174  2.7814  -1.8851  -0.383
C  1.0369  -0.3855  3.8170  -0.123
C  3.7548  -0.9151  1.4231  -0.218
C  4.5894  -0.8894  3.6751  -0.079
C  0.7684  -5.4359  -0.6326  -0.008
C  3.2783  -0.2939  0.2124  0.009
C  -1.2571  2.5862  2.1437  -0.394
C  4.1190  -0.1847  2.5602  0.000
C  -1.7769  0.0182  -3.2648  -0.406
C  1.5328  -4.1179  1.8202  -0.051
C  2.4673  1.6479  -1.1089  -0.319
C  -1.6488  -0.1636  2.4825  -0.377
C  2.1009  0.7854  -2.2007  -0.172
C  3.8520  -2.3124  1.4540  -0.024
C  0.3841  -3.0513  -0.0891  -0.600
H  -0.6974  -0.2098  -3.3322  0.021
H  1.8105  -3.6302  2.7661  0.104
H  -1.7490  1.7442  -4.5945  -0.033
H  -3.7262  -0.6851  -0.8956  0.082
H  0.5244  3.8472  2.3977  0.081
H  -2.2513  -0.9719  -3.1650  0.103
H  -3.7592  -0.4897  2.4529  0.114
H  -1.5223  3.2086  -2.3741  0.012
H  0.3435  1.6934  3.9260  0.116
H  2.3716  -4.0866  1.1262  0.059
H  2.9395  -0.9720  -0.5589  0.100
H  4.3092  -4.0274  2.7018  0.141
H  -3.8068  2.7254  -3.5719  0.064
H  0.9660  0.6568  -4.0830  0.143
H  4.9345  -0.2916  4.5216  0.141
H  2.6374  -0.1696  -2.3282  0.156
H  0.0017  -2.6650  1.8783  0.115
H  -4.3106  0.9609  -0.5922  0.101
H  3.4862  1.7700  0.8289  0.142
H  0.1709  -5.6905  0.2602  0.112
H  -2.9581  -1.1004  1.0001  0.061
H  0.3540  -5.9434  -1.5160  0.122
H  -4.5687  3.2089  -2.0181  0.103
H  1.4109  -1.1383  3.1044  0.051
H  -3.3047  0.8354  -4.6070  0.081
H  1.7198  1.4236  2.8165  0.065
H  -0.1952  4.0140  0.8012  0.050
H  1.8113  -0.2773  4.5832  0.095
H  -1.8400  0.1475  -5.3677  0.110
H  -1.1792  -1.1598  2.5483  0.058
H  -1.0024  4.7193  2.2096  0.106
H  -2.1860  2.5989  1.5613  0.070
H  3.5822  -2.8508  0.5475  0.110
H  -2.4537  3.1776  -0.8488  0.091
H  -5.7570  -0.1851  -2.1724  0.113
H  1.2985  -5.1881  1.9946  0.121
H  -3.5003  4.3155  -2.8807  0.104
H  0.7956  4.4881  -2.1115  0.142
H  -3.2442  0.6508  1.1983  0.043
H  -1.5352  2.4987  3.2043  0.110
H  1.7949  -5.8082  -0.5253  0.114
H  0.1473  -0.7927  4.3205  0.087
H  2.5731  3.7122  -0.3907  0.169
H  0.7322  -3.7601  -1.9468  0.156
H  -4.9738  1.1468  -3.0442  0.069
H  -4.4261  -0.5587  -3.2913  0.086
H  4.0856  0.8961  2.5724  0.113
H  -1.7955  0.2159  3.5177  0.120